No. 1
Below is 6 unconnected molecules or ions with the total composition C24H44NO6, with properties calculated with ωB97M-V/def2-TZVPD.

Each line ends with the Mulliken charge.
Atoms and positions in Å:
H (4.256, -1.128, 3.140)  0.427
H (-4.404, 7.719, 1.412)  0.314
H (-2.132, 3.297, -2.283)  0.374
H (2.260, -0.416, 2.217)  0.389
H (0.477, -5.699, 2.978)  0.197
H (2.184, 0.686, 0.211)  0.503
H (0.473, -7.359, 3.622)  0.343
C (-1.530, 3.562, -1.411)  -0.806
C (1.680, -1.405, 0.357)  -0.410
C (1.068, -8.617, 1.164)  -1.173
H (1.620, 1.747, -4.572)  0.431
H (-7.509, 2.736, 0.179)  0.359
C (4.492, -2.019, 2.575)  -0.063
O (1.993, -6.432, 1.099)  -0.504
C (5.771, -2.386, 2.237)  -0.681
C (4.881, -4.352, 1.172)  -1.058
C (-2.792, 6.322, 1.539)  0.900
C (0.810, 1.199, -4.089)  -0.233
H (-5.770, 3.711, -2.315)  0.348
H (-1.173, 4.971, 1.893)  0.159
O (-1.221, 0.707, -5.218)  -0.552
H (1.268, -9.292, 1.998)  0.349
H (-6.473, 4.802, -1.124)  0.387
H (-2.285, 0.852, -1.319)  0.328
H (2.714, -4.507, 1.290)  1.258
H (1.919, -0.103, -1.323)  -0.619
H (-2.196, 3.952, -0.640)  0.026
H (1.764, -8.817, 0.354)  0.304
H (-0.807, 4.327, -1.683)  0.353
C (-1.672, 1.182, -0.479)  -0.658
C (1.197, -7.191, 1.618)  0.807
O (2.196, -2.463, 2.586)  -0.388
C (0.664, -0.515, -6.002)  -1.136
H (-4.328, 6.820, 2.947)  0.335
H (6.975, -3.880, 1.250)  0.446
H (0.688, -1.207, 2.285)  0.364
O (-4.443, 3.039, 0.384)  -0.524
H (1.120, -1.298, -5.393)  0.293
H (0.048, -8.806, 0.826)  0.334
C (2.378, -0.232, -0.343)  0.411
C (-0.811, 2.347, -0.902)  0.793
C (-0.037, 0.488, -5.117)  0.758
H (-2.342, 1.489, 0.325)  0.295
H (1.250, 0.473, -3.403)  -0.168
C (-1.797, 5.657, 2.460)  -1.073
O (0.400, 2.296, -0.828)  -0.548
C (3.610, -3.945, 1.520)  -0.699
C (3.893, -0.428, -0.521)  -1.108
H (1.460, -0.025, -6.564)  0.317
H (-4.711, 4.798, -1.375)  0.197
H (-0.747, -6.876, 2.449)  0.344
H (6.597, -1.757, 2.538)  0.453
H (4.986, -5.280, 0.628)  0.502
H (4.166, -1.488, -0.515)  0.224
H (0.193, 1.894, -3.526)  -0.064
H (-1.170, 6.410, 2.940)  0.394
H (4.229, -0.020, -1.473)  0.386
C (-5.451, 3.120, -0.279)  0.914
C (0.297, -6.744, 2.738)  -1.025
H (-0.049, -0.959, -6.692)  0.319
C (1.695, -1.287, 1.879)  -0.606
C (-3.741, 7.311, 2.170)  -1.230
N (3.466, -2.800, 2.200)  0.528
C (-5.604, 4.178, -1.342)  -1.059
O (-2.828, 6.069, 0.359)  -0.496
C (-6.611, 2.175, -0.083)  -1.278
H (-6.381, 1.465, 0.708)  0.303
H (-1.039, 0.360, -0.146)  -0.126
H (-6.816, 1.639, -1.011)  0.346
H (0.642, -1.465, 0.026)  0.279
H (4.473, 0.072, 0.257)  0.241
H (2.142, -2.341, 0.036)  0.376
C (5.976, -3.568, 1.525)  -0.123
H (-3.180, 8.121, 2.639)  0.368
H (-2.325, 5.112, 3.245)  0.335

Calculated values
**Kohn-Sham gap**: 7.17 eV
**Total charge**: +1
**ΔE to the lowest compared entry with this formula, charge and spin**: 0.000 eV
**Highest occupied orbital energy**: -10.99 eV
**E_tot**: -1446.78525 Ha
**LUMO energy**: -3.82 eV

***

No. 2
Below is 7 unconnected molecules or ions with the total composition C27H52O21 at a distorted geometry, with properties calculated with ωB97M-V/def2-TZVPD.

Each line ends with the Mulliken charge.
Atoms and positions in Å:
H (6.315, 2.626, 16.121)  0.245
H (8.473, -4.351, -5.227)  0.263
O (8.376, 3.458, 1.105)  -0.289
H (-7.879, -8.937, -1.689)  0.300
H (7.805, 4.350, 4.262)  0.356
H (8.654, 5.276, 2.903)  0.279
C (1.872, 1.773, -1.471)  -0.268
H (-10.071, 3.279, -6.622)  0.367
C (1.423, 0.729, 0.465)  0.640
O (7.083, -0.451, 14.181)  -0.590
H (9.312, 3.842, 3.479)  0.301
O (-6.055, 6.059, -4.552)  -0.321
O (6.388, 0.800, 12.451)  -0.303
O (-5.607, 4.201, -5.847)  -0.622
C (-8.373, 4.577, -6.601)  -0.172
C (-9.539, 3.923, -5.920)  -1.126
H (2.140, 1.315, -2.422)  0.253
O (-10.763, -1.525, -2.434)  -0.589
H (5.508, -0.976, 9.585)  0.366
C (6.693, 0.606, 13.705)  0.818
H (-8.304, -1.244, -2.237)  0.327
C (0.361, 1.549, -1.336)  -0.258
O (6.436, 1.743, 14.302)  -0.303
H (12.333, -2.170, -6.285)  0.303
O (8.662, -1.744, -4.998)  -0.342
H (-3.145, -5.157, -1.485)  0.255
H (4.690, -0.861, 11.090)  0.300
H (-8.848, 5.236, -7.328)  0.235
H (6.517, 3.749, 2.011)  0.386
C (5.457, -0.371, 10.490)  -1.158
H (-4.815, 5.532, -3.122)  0.270
H (-9.434, -9.156, 0.350)  0.330
C (-3.935, -5.593, -2.096)  -0.675
H (-7.803, 3.822, -7.142)  0.355
O (2.418, 1.104, -0.392)  -0.296
H (8.794, 3.918, -2.882)  0.246
O (9.086, 3.811, -0.913)  -0.298
H (4.937, 0.541, 10.198)  0.312
H (-12.853, -2.386, -0.769)  0.347
H (12.114, -0.490, -6.955)  0.220
O (10.559, -1.125, -5.829)  -0.308
C (-5.699, -7.236, -1.603)  0.732
H (-7.013, -9.128, -0.237)  0.328
H (-7.646, -0.605, -0.696)  0.275
O (-5.078, -6.064, -1.383)  -0.299
O (0.175, 1.049, -0.055)  -0.316
O (7.346, 5.181, -0.103)  -0.597
C (-4.800, 6.206, -3.979)  -0.628
H (7.035, -3.539, -6.059)  0.257
C (-13.011, -1.311, -0.672)  -0.287
H (-4.383, -4.981, -2.878)  0.285
O (1.643, 0.191, 1.539)  -0.530
H (-4.795, 7.263, -3.713)  0.225
C (10.030, -1.859, -4.952)  0.791
O (-9.645, -0.336, -0.844)  -0.314
H (-8.942, -7.365, 0.560)  0.294
C (7.562, 3.522, 2.226)  -0.263
H (-0.228, 2.466, -1.344)  0.259
H (6.848, -4.631, -4.642)  0.358
C (-7.677, -8.430, -0.746)  -0.274
H (-9.711, -7.952, -0.894)  0.286
C (6.886, 1.826, 15.651)  -0.672
O (-7.646, 5.327, -5.677)  -0.234
H (-13.166, -0.640, -2.660)  0.324
O (-11.744, -0.768, -0.462)  -0.325
C (11.934, -1.169, -6.121)  -0.643
C (8.345, 4.316, 3.316)  -1.019
O (-5.392, -8.167, -2.345)  -0.581
C (8.181, 4.239, 0.047)  0.730
H (6.651, 0.951, 16.257)  0.319
C (-9.038, -8.239, -0.085)  -1.053
H (-7.957, 0.466, -1.901)  0.259
H (8.276, -2.877, -3.381)  0.320
H (-9.211, 3.358, -5.047)  0.294
C (7.778, -2.655, -4.325)  -0.293
H (7.494, 2.478, 2.529)  0.236
H (7.969, 1.951, 15.646)  0.289
C (6.674, -0.144, 11.415)  -0.232
H (-13.591, -1.260, 0.249)  0.276
H (-14.678, -1.138, -1.930)  0.328
C (-10.713, -0.953, -1.340)  0.773
H (12.477, -0.863, -5.226)  0.303
H (-10.219, 4.659, -5.493)  0.294
H (10.352, 4.500, -2.353)  0.240
H (6.858, -1.138, 11.822)  0.280
H (0.094, 0.819, -2.101)  0.246
H (-3.948, 5.992, -4.624)  0.319
H (-14.008, 0.420, -1.392)  0.267
H (7.612, 0.210, 10.987)  0.327
H (6.888, -2.160, -3.936)  0.343
C (9.290, 4.505, -2.109)  -0.633
O (10.670, -2.566, -4.166)  -0.599
O (-6.838, -7.223, -0.883)  -0.258
H (-3.427, -6.355, -2.687)  0.333
H (9.029, 5.561, -2.048)  0.326
C (-13.759, -0.580, -1.747)  -0.989
C (7.486, -3.897, -5.133)  -0.973
H (2.166, 2.823, -1.479)  0.270
C (-6.396, 5.119, -5.452)  0.746
C (-8.376, -0.453, -1.490)  -0.672

Calculated values
**Kohn-Sham gap**: 10.94 eV
**Structure (SMILES)**: CCOC(=O)OC.CCOC(=O)OC.CCOC(=O)OC.CCOC(=O)OC.CCOC(=O)OC.CCOC(=O)OC.O=C1OCCO1
**Total charge**: 0
**ΔE to the lowest compared entry with this formula, charge and spin**: 2.770 eV
**Highest occupied orbital energy**: -10.62 eV
**E_tot**: -2639.94418 Ha
**LUMO energy**: 0.33 eV

***

No. 3
Below is a molecular structure, C13H18K2N3O at a distorted geometry, with properties calculated with ωB97M-V/def2-TZVPD.

Each line ends with the Mulliken charge.
Atoms and positions in Å:
C (-4.641, 3.223, -23.529)  -0.266
C (1.805, 4.404, -21.294)  -0.235
C (-5.311, 3.241, -24.741)  -0.634
O (-3.549, -2.934, -19.934)  -0.840
K (-0.086, -6.761, -19.517)  0.918
H (-4.957, 6.470, -24.162)  0.353
H (-8.096, 1.238, -14.951)  0.387
H (-10.578, 2.266, -14.595)  0.370
H (-4.333, 2.463, -22.827)  0.393
H (-4.542, -1.793, -18.382)  0.188
H (-6.515, 3.202, -14.218)  0.358
H (-5.618, 2.315, -25.203)  0.364
H (-10.459, 4.310, -13.119)  0.243
C (2.551, 3.380, -21.882)  -0.396
H (-3.800, 4.738, -22.524)  0.197
C (-8.391, 2.197, -14.552)  -0.409
C (-8.413, 4.351, -13.563)  -0.661
C (-5.665, 4.541, -25.040)  -0.313
H (3.023, 3.489, -22.847)  0.378
N (1.812, 2.542, -19.902)  -0.058
H (1.582, 5.420, -21.586)  0.387
H (-6.329, 4.985, -25.768)  0.369
N (-4.425, 4.502, -23.281)  -0.042
H (-3.055, -2.617, -17.942)  0.161
H (-8.078, 5.268, -13.101)  0.354
H (3.267, 1.402, -21.019)  0.359
C (1.374, 3.915, -20.095)  -0.445
N (-9.724, 3.906, -13.683)  -0.042
H (-3.001, -1.219, -18.877)  0.178
H (0.862, 4.509, -19.353)  0.361
C (-3.581, -2.135, -18.767)  -0.548
C (-4.979, 5.394, -24.247)  -0.419
C (2.667, 2.299, -20.991)  -0.564
C (-7.592, 3.253, -14.157)  -0.219
C (-9.644, 2.750, -14.351)  -0.381
K (-1.218, -2.359, -24.759)  0.939
H (1.744, 1.944, -19.090)  0.215

Calculated values
**Kohn-Sham gap**: 3.08 eV
**Total charge**: +1
**Highest occupied orbital energy**: -7.35 eV
**E_tot**: -1945.09323 Ha
**LUMO energy**: -4.27 eV

***

No. 4
Below is 9 unconnected molecules or ions with the total composition C41H67NO17 at a distorted geometry, with properties calculated with ωB97M-V/def2-TZVPD.

Each line ends with the Mulliken charge.
Atoms and positions in Å:
O (-0.567, 1.539, 0.356)  -0.643
H (4.210, -0.219, 3.295)  0.355
H (-1.675, -0.145, -3.071)  0.142
C (5.836, 2.655, -2.551)  -1.752
H (-3.775, 4.820, 3.933)  0.367
C (5.041, 1.364, -2.759)  1.666
H (-7.238, -1.696, 3.504)  0.284
C (-2.915, 1.121, -4.406)  -0.868
H (1.993, -2.713, -0.357)  -0.676
H (3.924, -2.841, -1.910)  0.502
H (4.923, 0.254, 1.775)  0.470
H (6.192, 0.206, -1.413)  0.613
O (1.420, -2.494, 2.126)  -0.650
C (-2.146, -4.050, -0.260)  0.350
H (3.831, 1.828, -6.495)  0.386
H (3.616, -1.483, 0.570)  -0.455
H (-5.008, 2.288, 1.021)  0.091
C (-2.527, -3.608, 1.972)  0.516
O (1.699, -0.282, 2.295)  -0.193
H (-2.575, 1.370, 0.487)  -0.238
H (-0.226, 0.901, 4.515)  -0.008
O (-2.558, 1.386, -2.092)  -0.124
H (1.524, 0.931, -4.803)  0.330
H (-1.258, -0.840, 2.067)  -0.939
H (3.136, -4.002, -2.834)  0.311
H (-2.445, 1.309, -5.369)  0.412
C (1.559, -0.744, 5.925)  0.460
C (1.878, -3.377, -1.217)  0.680
H (-2.081, -6.138, 0.340)  0.294
H (-5.250, -3.314, 4.577)  0.160
H (-5.989, 0.183, 2.856)  0.585
C (-1.717, 1.103, 1.111)  -0.049
C (3.600, -1.507, 1.664)  0.144
O (1.043, 0.493, 6.037)  -0.417
O (2.951, 2.259, -2.052)  -0.511
H (5.866, 0.446, -6.029)  0.452
H (6.755, 0.520, -3.689)  0.489
C (-5.615, -2.309, 4.794)  -0.363
C (-3.858, 3.928, 1.888)  -0.169
C (-3.658, 2.085, -2.386)  0.305
H (-1.375, -1.090, 4.604)  -0.508
C (5.140, 0.460, -1.532)  -1.997
H (2.259, 1.635, -1.761)  0.619
H (4.108, -2.349, 2.123)  0.451
C (-0.078, 0.518, -0.333)  0.143
H (2.658, 1.479, 2.781)  0.392
H (-3.777, 4.949, 1.494)  0.358
H (-2.720, -0.724, 1.120)  -0.244
H (-2.949, 3.534, 1.432)  0.008
H (-1.622, -5.476, 2.719)  0.466
C (0.778, -2.385, -3.003)  0.147
C (0.540, -1.687, 5.297)  0.476
H (-3.518, 0.213, -4.469)  0.320
H (-1.033, 1.554, -3.446)  0.115
H (2.962, 4.065, -5.378)  0.486
H (2.448, -1.048, -2.779)  -0.393
O (-3.130, -3.083, 2.872)  -0.490
H (-5.457, 3.877, 0.445)  0.405
C (-3.818, 2.276, -3.875)  -0.514
C (2.241, -2.043, -3.188)  0.540
H (5.254, -0.472, -3.938)  0.235
O (-4.562, -1.391, 5.092)  -0.414
H (3.588, 0.338, -5.603)  0.248
C (3.281, 2.146, -4.401)  1.629
H (4.683, 0.956, -0.672)  0.440
H (6.016, 2.077, -5.420)  0.356
O (0.642, -3.078, -1.855)  -0.174
C (-5.135, 3.329, 1.327)  -0.187
C (1.771, 1.977, -4.617)  -2.416
C (5.477, 1.136, -5.276)  -0.755
H (-1.845, 1.574, 2.081)  0.571
C (-0.301, 0.533, 5.543)  -0.092
O (2.695, -1.011, 6.177)  -0.622
H (-3.505, 3.107, 3.906)  -0.196
C (-1.677, -0.417, 1.153)  1.028
H (-1.360, -1.016, -0.957)  0.205
C (-0.806, -0.791, -0.043)  0.821
H (3.539, 4.186, -3.709)  0.318
H (2.601, -2.080, -4.208)  0.580
H (-1.412, -3.383, -0.703)  -0.380
H (-5.986, -2.652, 2.716)  0.223
H (-0.485, -4.276, 2.125)  -0.144
C (2.924, -3.083, -2.275)  -1.027
C (-4.032, 3.915, 3.389)  -0.016
H (-3.365, 3.215, -4.184)  0.302
H (1.931, -4.416, -0.902)  0.362
O (-4.361, 2.530, -1.514)  -0.540
O (-0.174, -2.127, -3.686)  -0.670
C (3.977, 1.357, -5.522)  -1.175
C (2.132, -1.529, 2.034)  0.376
H (1.138, 2.352, -3.812)  0.497
H (5.191, 3.300, -1.944)  0.304
H (0.673, -2.622, 5.836)  0.408
H (4.664, 3.817, -4.996)  0.305
O (-3.704, 0.539, 4.384)  -0.501
H (-0.530, -5.471, 0.175)  0.273
H (-0.056, -1.561, 0.115)  -0.280
C (4.018, -0.157, 2.221)  -0.718
H (-0.883, 1.196, 6.176)  0.332
C (-4.469, -0.371, 4.237)  0.464
C (-5.311, -0.662, 3.003)  0.232
C (-1.886, 0.893, -3.301)  0.095
H (4.571, -0.465, -1.663)  -0.077
C (2.766, 0.697, 2.038)  -0.260
H (-6.267, -2.372, 5.661)  0.390
C (-1.536, -5.208, 0.510)  -0.688
C (-5.499, 3.639, 3.552)  0.426
C (3.648, 3.637, -4.648)  -1.799
O (0.828, 0.699, -1.116)  -1.046
H (-4.831, 2.094, -4.209)  0.349
C (-0.773, -0.921, 5.497)  0.362
H (-1.360, -1.263, 6.346)  0.322
H (1.471, 2.540, -5.504)  0.550
H (2.586, 1.024, 1.013)  0.042
C (-6.161, -1.844, 3.424)  -0.688
O (-6.126, 3.423, 2.361)  -0.401
O (-6.120, 3.710, 4.570)  -0.604
H (-2.822, -4.398, -1.038)  0.374
C (5.683, 0.533, -3.902)  -1.150
C (-1.477, -4.706, 1.968)  -0.051
H (6.777, 2.527, -2.023)  0.447
H (0.749, -1.791, 4.238)  -0.699
H (-4.756, -0.865, 2.096)  -0.353
O (-2.854, -3.263, 0.723)  -0.352
N (3.632, 1.582, -3.089)  1.222
H (5.949, 3.181, -3.495)  0.305

Calculated values
**Kohn-Sham gap**: 8.90 eV
**Structure (SMILES)**: CC1(C)CCCC(C)(C)N1O.O=C1CCCO1.O=C1CCCO1.O=C1CCCO1.O=C1CCCO1.O=C1CCCO1.O=C1CCCO1.O=C1CCCO1.O=C1CCCO1
**Total charge**: 0
**Highest occupied orbital energy**: -8.51 eV
**E_tot**: -2936.37375 Ha
**LUMO energy**: 0.38 eV

***

No. 5
Below is a molecular structure, CHCl3 at a distorted geometry, with properties calculated with ωB97M-V/def2-TZVPD.

Each line ends with the Mulliken charge.
Atoms and positions in Å:
H (-2.003, 2.321, 2.499)  0.289
C (-2.516, 1.830, 3.327)  0.073
Cl (-2.134, 2.485, 4.808)  -0.104
Cl (-4.238, 2.251, 3.270)  -0.140
Cl (-2.253, 0.088, 3.295)  -0.119

Calculated values
**Kohn-Sham gap**: 11.56 eV
**Total charge**: 0
**ΔE to the lowest compared entry with this formula, charge and spin**: 0.396 eV
**Highest occupied orbital energy**: -10.74 eV
**E_tot**: -1419.25731 Ha
**LUMO energy**: 0.83 eV

***

No. 6
Below is a molecular structure, C4H7CuO3 at a distorted geometry, with properties calculated with ωB97M-V/def2-TZVPD.

Each line ends with the Mulliken charge.
Atoms and positions in Å:
H (0.712, -0.011, 0.858)  0.053
H (-0.903, -2.025, 0.447)  0.614
O (1.161, -1.052, -1.831)  -0.038
C (0.363, -0.175, -1.569)  0.355
Cu (2.071, 0.639, 3.763)  1.208
C (-1.557, -1.218, 0.773)  -0.821
C (0.432, 1.210, -2.108)  -0.829
O (0.630, 0.209, 2.987)  -0.625
O (-1.089, -0.470, 1.834)  -0.238
H (0.217, 1.243, -3.182)  0.379
C (0.157, -0.126, 1.901)  0.420
H (-0.702, -0.510, -1.098)  0.429
H (-0.285, 1.835, -1.553)  0.330
H (1.430, 1.620, -1.891)  0.364
H (-2.636, -1.170, 0.669)  0.401

Calculated values
**Kohn-Sham gap (alpha / beta)**: 7.27 / 5.38 eV
**2S+1**: 3
**Total charge**: +2
**ΔE to the lowest compared entry with this formula, charge and spin**: 0.459 eV
**Highest occupied orbital energy (alpha / beta)**: -17.06 / -18.46 eV
**E_tot**: -2021.91296 Ha
**LUMO energy (alpha / beta)**: -9.79 / -13.08 eV
**⟨S²⟩**: 2.01